[1]
C37H56IN13O3P | the ωB97M-V functional and the def2-TZVPD basis

The geometry in XYZ format:
```
111
Properties=species:S:1:pos:R:3:forces:R:3
C 3.25236 -5.20533 -4.52321 0.450 0.013 0.423
C 3.75102 -3.83673 -5.18265 0.106 -0.243 0.271
C 3.60675 -3.78290 -6.76234 1.434 -0.887 0.756
O 2.24880 -3.81800 -7.24418 0.421 2.157 -0.151
C 1.68108 -2.49248 -7.25486 0.182 0.245 0.944
C 0.90542 -2.34004 -5.88001 -1.917 -1.385 1.016
N 0.08308 -3.45214 -5.54613 0.993 4.974 2.875
C -0.43832 -3.01853 -4.27341 1.441 0.243 -2.003
N -1.29310 -3.75633 -3.57354 0.843 0.734 0.719
O -1.64164 -4.94974 -4.16981 -0.488 0.397 -0.427
C -1.96869 -3.47567 -2.29156 -1.736 -0.913 0.681
C -3.39224 -2.80774 -2.60038 -0.083 -0.088 -0.066
C -3.45194 -1.22763 -2.44700 -0.158 -0.656 -0.955
I -5.55788 -0.71903 -2.01764 0.665 -0.556 -0.637
N 0.06263 -1.75122 -3.88254 0.651 0.640 -0.902
P -0.09970 -0.67874 -2.48913 -0.715 0.440 3.328
N 1.51803 -0.67598 -1.73350 -0.772 0.236 -2.697
O -0.33021 0.94853 -2.93991 1.427 -1.776 0.217
N 0.90262 -1.31962 -4.90282 -0.047 -4.752 -4.878
N 1.63533 -0.14201 -4.97598 -0.392 1.382 0.172
H 2.51658 -5.01902 -3.67353 0.844 -0.248 -1.196
H 4.16601 -5.69439 -4.04286 -1.362 0.434 -0.685
H 2.78583 -5.92691 -5.26617 0.569 1.021 0.884
H 3.23743 -2.97014 -4.64739 0.530 -0.825 -0.891
H 4.86220 -3.72424 -4.93538 -1.462 -0.038 -0.519
H 4.20952 -2.90128 -7.15610 -0.993 -0.860 0.256
H 4.11547 -4.71993 -7.17459 -0.826 1.224 0.508
H 2.47711 -1.68387 -7.33824 -0.800 -0.998 0.017
H 0.97752 -2.36324 -8.12932 0.577 -0.354 1.153
H -2.19769 -4.67415 -4.93108 0.274 -0.537 0.290
H -1.35120 -2.95240 -1.50858 -0.458 -0.280 -1.259
H -2.21354 -4.49831 -1.83980 0.613 1.296 -0.821
H -3.63370 -3.05982 -3.69029 0.176 0.331 1.472
H -4.20620 -3.32737 -1.99273 1.281 0.813 -0.586
H -3.27139 -0.78832 -3.48396 -0.069 -0.182 1.659
H -2.78341 -0.79331 -1.65266 -0.984 -0.539 -0.843
H 1.88763 -1.62807 -1.91743 -0.149 0.498 0.585
H 2.11256 -0.07226 -2.33891 -0.088 -0.316 0.625
H 0.26777 1.47906 -2.36076 -0.435 -0.171 -0.613
H 2.20300 -0.18297 -5.83425 -0.101 -0.381 0.672
H 0.98301 0.64743 -5.15027 0.300 -0.552 0.298
N -5.10545 2.59315 -1.45487 -0.066 0.221 0.041
C -3.95960 3.07397 -0.88390 0.030 -0.087 -0.020
C -4.00151 4.44539 -0.93561 0.217 -0.028 0.104
C -5.22334 4.80675 -1.55638 -0.249 -0.030 -0.080
C -5.88503 3.64155 -1.86347 0.085 -0.026 0.016
H -5.33643 1.61217 -1.55687 0.080 0.561 0.081
H -3.21276 2.40009 -0.49209 -0.031 0.056 -0.006
H -3.23816 5.11389 -0.56642 -0.061 -0.034 -0.018
H -5.57898 5.80615 -1.75585 0.029 -0.079 0.015
H -6.83915 3.46970 -2.33704 0.070 0.049 0.030
N -4.24674 -2.94194 1.76341 0.190 0.036 -0.034
C -4.03816 -1.74075 1.14000 -0.048 0.012 -0.088
C -2.92776 -1.16000 1.70309 -0.061 -0.005 -0.235
C -2.44606 -2.04685 2.69891 0.063 -0.204 0.102
C -3.27816 -3.13839 2.71142 -0.006 -0.030 0.035
H -4.99547 -3.58144 1.55698 0.055 0.096 0.075
H -4.69609 -1.40229 0.35244 0.136 -0.063 0.393
H -2.50806 -0.20348 1.42830 -0.062 -0.027 0.048
H -1.58621 -1.90234 3.33523 -0.081 -0.030 -0.025
H -3.26567 -4.03443 3.31201 0.013 0.102 -0.004
N -4.72635 4.53902 2.39308 -0.117 0.002 0.108
C -3.52316 4.07362 2.84458 0.038 -0.014 -0.090
C -3.34543 4.53025 4.12695 0.158 -0.152 -0.052
C -4.48861 5.29608 4.46452 -0.229 0.092 -0.024
C -5.32554 5.28068 3.37510 0.081 -0.020 -0.004
H -5.11197 4.36191 1.47883 0.122 0.033 0.034
H -2.89719 3.45978 2.21516 -0.038 0.047 0.033
H -2.48772 4.33275 4.75269 -0.059 0.055 -0.015
H -4.67837 5.80115 5.39930 0.013 -0.037 -0.078
H -6.29133 5.73357 3.21446 0.084 -0.016 0.036
N 0.24104 2.89625 4.78306 0.084 -0.046 -0.025
C 0.48145 4.08881 4.15492 -0.020 0.056 -0.158
C 1.60379 4.64592 4.71868 -0.105 0.010 -0.211
C 2.06052 3.75313 5.72027 0.007 -0.220 0.123
C 1.20213 2.68180 5.73544 -0.019 0.021 0.050
H -0.52236 2.27418 4.57657 0.067 0.103 0.021
H -0.16605 4.43778 3.36457 -0.018 0.056 0.119
H 2.04731 5.59009 4.44044 -0.040 -0.055 0.039
H 2.92157 3.88027 6.35829 -0.077 -0.016 -0.045
H 1.19146 1.78817 6.34054 0.078 0.075 -0.016
N -0.38996 -0.01964 8.27114 0.056 -0.041 0.033
C -0.63880 -0.15529 9.61050 -0.052 0.005 0.054
C -0.18954 -1.39204 10.00106 -0.095 0.191 0.092
C 0.35611 -2.02445 8.85605 0.063 -0.018 -0.227
C 0.22124 -1.15311 7.80432 -0.003 -0.044 -0.066
H -0.61951 0.78713 7.71645 0.005 -0.074 0.128
H -1.11382 0.63688 10.16763 0.036 -0.082 -0.021
H -0.24587 -1.79659 10.99998 0.006 0.044 -0.075
H 0.79888 -3.00763 8.80762 -0.026 0.081 -0.001
H 0.50528 -1.24153 6.76704 -0.007 -0.030 0.081
N 5.33954 -2.57218 -1.97450 -0.032 -0.021 0.008
C 5.18278 -2.47879 -0.61616 -0.082 -0.021 0.116
C 6.05109 -3.36422 -0.02849 -0.184 0.162 0.058
C 6.76275 -4.01231 -1.06890 0.022 -0.027 -0.239
C 6.30520 -3.50204 -2.25763 0.022 -0.117 -0.059
H 4.82686 -2.04094 -2.65647 0.169 -0.028 0.062
H 4.46805 -1.79324 -0.18724 0.080 -0.037 0.020
H 6.16328 -3.52695 1.03241 -0.004 0.028 -0.085
H 7.52564 -4.76774 -0.95927 -0.052 0.073 -0.016
H 6.58132 -3.71989 -3.27758 0.046 0.002 0.097
N 2.93504 4.35750 1.30327 0.035 0.001 -0.113
C 3.80631 3.46625 0.73730 -0.103 -0.064 -0.042
C 4.65190 4.16587 -0.08848 -0.023 -0.225 -0.008
C 4.28030 5.53102 -0.01320 -0.118 0.195 0.037
C 3.22033 5.61886 0.85523 -0.052 -0.023 -0.007
H 2.19893 4.12205 1.95063 0.167 0.058 0.091
H 3.74889 2.41400 0.96929 0.054 0.076 0.014
H 5.44999 3.74254 -0.67949 -0.029 0.034 0.076
H 4.73800 6.35738 -0.53535 -0.029 -0.055 0.064
H 2.64552 6.46786 1.19105 0.068 -0.044 -0.036
```
Positions in Å, forces in eV/Å.

Net charge: +1
E_HOMO: -9.5 eV
Energy relative to the best compared isomer or geometry (same formula, charge and spin): 72.58 kcal/mol

Results of the Mulliken charge analysis, in e, for atoms 1 through 8: C -1.019; C 0.930; C -0.829; O -0.280; C -0.501; C 0.299; N -0.428; C 0.422

***

[2]
C37H56N6NdO3PS3Si | the ωB97M-V functional and the def2-TZVPD basis

The geometry in XYZ format:
```
108
Properties=species:S:1:pos:R:3:forces:R:3
Nd -0.22259 -0.10918 0.37543 -1.067 0.013 -0.011
C -1.64579 -1.63338 3.01443 -0.110 0.211 0.147
N -1.02069 -2.30308 1.86613 -0.043 0.113 0.063
C -2.03939 -2.97418 1.03743 -0.162 -0.254 -0.498
C -1.44039 -3.42188 -0.30027 -0.045 -0.132 0.452
N -1.35489 -2.29468 -1.24247 0.066 0.011 -0.061
C -0.35189 -2.55448 -2.28207 0.277 -0.099 -0.219
C -2.65549 -2.11028 -1.85917 -0.267 0.564 0.118
C -3.15239 -3.04578 -2.75637 -0.006 -0.134 -0.125
C -4.38759 -2.88808 -3.35507 -0.039 -0.050 -0.028
C -5.16199 -1.78318 -3.03557 -0.088 -0.066 -0.112
C -4.69219 -0.85628 -2.13377 0.137 -0.020 0.073
C -3.42929 -0.98698 -1.53927 0.152 -0.250 -0.033
S -2.90369 0.25632 -0.44267 0.174 0.168 0.381
C -0.04999 -3.28198 2.31683 0.629 -0.012 -0.305
C -0.37119 -4.22628 3.28153 -0.146 -0.050 0.070
C 0.55291 -5.16938 3.69233 0.023 -0.032 0.075
C 1.81601 -5.18108 3.12103 0.035 -0.163 0.078
C 2.14091 -4.27338 2.13873 -0.087 0.087 0.049
C 1.22211 -3.30698 1.72263 -0.214 0.221 0.071
S 1.68111 -2.21908 0.43623 0.061 -0.404 -0.087
H -2.35569 -2.28308 3.54403 -0.020 0.094 -0.104
H -2.16449 -0.73598 2.66803 -0.043 -0.167 0.081
H -0.87009 -1.33168 3.71983 -0.040 0.028 -0.091
H -2.86619 -2.27508 0.85743 0.146 -0.081 0.060
H -2.44239 -3.85468 1.56173 0.049 0.147 0.031
H -2.05209 -4.23568 -0.71937 0.108 0.132 0.043
H -0.43339 -3.81298 -0.13387 -0.116 0.033 -0.050
H -0.50419 -3.51668 -2.78417 -0.019 -0.031 0.016
H 0.64481 -2.55348 -1.83437 -0.216 -0.062 -0.067
H -0.41729 -1.76008 -3.02547 0.016 -0.122 -0.003
H -2.56869 -3.91948 -3.00957 0.085 -0.055 0.026
H -4.74649 -3.62458 -4.05807 -0.017 -0.071 -0.062
H -6.13019 -1.64788 -3.49527 -0.107 0.006 -0.015
H -5.28719 0.00372 -1.86647 -0.097 0.105 0.034
H -1.36139 -4.25018 3.71593 -0.071 0.095 0.030
H 0.29031 -5.89468 4.44823 -0.044 -0.030 0.057
H 2.54701 -5.91028 3.43363 0.079 -0.136 0.055
H 3.10941 -4.29808 1.66053 0.094 0.014 -0.002
C -3.47029 3.26952 0.76483 0.254 -0.395 0.441
Si -2.81109 2.29502 2.29213 -1.285 0.382 -0.160
C -4.05259 0.90412 2.74543 0.487 0.306 -0.324
C -3.12189 3.54672 3.71563 0.523 -0.401 -0.298
N -1.19669 1.79312 1.95083 0.014 -0.751 -0.277
C -0.14869 2.44482 2.54323 0.182 0.319 -0.303
C -0.09589 2.80642 3.90513 0.005 -0.195 -0.055
C 0.98061 3.48182 4.43283 0.159 0.042 0.097
C 2.06101 3.83572 3.63593 0.264 0.094 0.021
C 2.04981 3.48252 2.29723 0.209 0.001 -0.076
C 0.97661 2.79492 1.76513 -0.197 0.002 -0.181
H -4.45389 2.93212 0.46153 -0.300 -0.126 -0.055
H -2.81399 3.12942 -0.08587 0.079 -0.110 -0.105
H -3.53359 4.33572 0.96193 0.036 0.252 0.187
H -5.03219 1.34362 2.90113 -0.218 0.270 0.052
H -3.79249 0.37782 3.66013 0.129 -0.008 0.209
H -4.15819 0.18082 1.94563 0.005 -0.176 -0.115
H -4.09889 4.00762 3.60723 -0.243 -0.028 -0.241
H -2.38379 4.34122 3.71553 0.157 0.242 0.035
H -3.10549 3.07812 4.69403 0.064 -0.124 0.245
H -0.91429 2.51952 4.54373 -0.100 -0.051 0.104
H 0.99601 3.73312 5.48603 -0.067 0.015 0.040
H 2.90171 4.37732 4.04503 0.024 0.048 0.061
H 2.88951 3.76232 1.66963 -0.045 -0.006 -0.015
H 0.97541 2.49912 0.70833 0.072 0.210 0.224
C -2.83489 1.62132 -3.91687 -0.363 -0.547 -0.239
N -2.08909 2.56882 -3.13967 0.737 0.224 0.690
C -2.42919 3.86782 -2.86107 0.046 0.549 0.214
C -1.52819 4.35522 -1.97807 -0.298 0.188 -0.205
N -0.63249 3.34652 -1.72517 -0.381 -0.301 -0.212
C -0.98809 2.24772 -2.42977 0.122 0.154 -0.144
S -0.14679 0.80122 -2.53197 0.140 -0.451 0.170
H -3.41449 2.13872 -4.67687 0.025 0.082 -0.002
H -3.49839 1.04642 -3.26457 0.097 0.125 -0.114
H -2.13999 0.92482 -4.38567 -0.070 0.081 -0.014
H -3.27839 4.33472 -3.31277 -0.190 0.112 -0.035
H -1.46029 5.30892 -1.49897 -0.037 0.176 0.049
H 0.12741 3.36452 -1.06007 -0.076 -0.026 -0.142
C 3.53161 -0.42028 3.49153 0.678 -0.128 0.303
C 2.23551 -0.20918 2.93873 -1.027 0.229 -0.320
N 1.20901 -0.07018 2.45073 0.369 -0.072 0.491
H 3.75801 0.35462 4.22103 0.052 0.005 0.015
H 4.25671 -0.39358 2.67833 0.046 -0.008 0.011
H 3.56131 -1.40148 3.96343 0.048 -0.013 0.022
C 3.57061 0.21462 -5.38257 -0.187 -0.093 0.420
C 2.60891 -0.16248 -4.26447 -0.199 -0.071 -0.462
O 3.10181 0.32102 -3.02337 0.088 0.001 0.489
P 2.54101 -0.29918 -1.59497 0.923 0.461 -0.640
O 3.99321 -0.74548 -0.99807 -0.149 0.186 0.153
C 4.51991 -2.02138 -1.33097 0.287 -0.271 0.012
C 6.00751 -1.88168 -1.61027 -0.409 0.067 -0.014
O 2.41151 1.06062 -0.70587 -0.028 -0.226 0.011
C 3.52311 1.97042 -0.64667 0.242 0.403 0.056
C 3.25651 3.21432 -1.47477 -0.116 -0.370 0.168
H 3.19891 -0.18038 -6.32517 -0.016 -0.015 -0.106
H 4.56021 -0.19468 -5.19457 0.094 -0.052 0.006
H 3.65451 1.29492 -5.46297 0.008 0.121 -0.018
H 2.49431 -1.25108 -4.22067 -0.023 -0.011 -0.022
H 1.62071 0.27152 -4.45037 0.113 -0.076 -0.026
H 4.00481 -2.42818 -2.20727 -0.007 -0.081 -0.002
H 4.32701 -2.69068 -0.48617 0.013 0.028 -0.155
H 6.16221 -1.25258 -2.48327 0.078 0.073 -0.079
H 6.45201 -2.85558 -1.79357 0.067 -0.135 -0.016
H 6.50151 -1.42138 -0.75887 0.086 0.030 0.093
H 4.41741 1.47152 -1.01867 -0.040 -0.003 0.139
H 3.66321 2.22392 0.40703 0.055 -0.113 -0.105
H 2.97961 2.92162 -2.48257 -0.043 0.017 -0.143
H 4.15981 3.81642 -1.51747 0.079 0.153 0.018
H 2.45831 3.80852 -1.03727 -0.110 0.166 0.040
```
Positions in Å, forces in eV/Å.

Net charge: 0
E_HOMO (spin up / spin down): -6.8 / -6.8 eV
Energy relative to the best compared isomer or geometry (same formula, charge and spin): 10.10 kcal/mol
Spin multiplicity: 4
⟨S²⟩: 3.754

Results of the Mulliken charge analysis, in e, for atoms 1 through 8: Nd 1.296; C -0.974; N 1.891; C -1.051; C -1.105; N 2.071; C -1.130; C -1.487